[1]
The following is a DFT calculation (ωB97M-V/def2-TZVPD) of a cluster of 2 separate species, C4H10N3 in total in a non-equilibrium geometry.

Calculated values
**Gap between HOMO and LUMO (alpha / beta)**: 8.12 / 8.12 eV
**Max |F|**: 4.53 eV/A
**Relative energy (zero: lowest compared OMol25 entry of this formula, charge and spin)**: 589.8 kJ/mol
**Highest occupied orbital energy (alpha / beta)**: -13.82 / -13.82 eV

Geometry as ORCA input:
```
! wB97M-V def2-TZVPD RIJCOSX def2/J DEFGRID3
* xyz 1 1
C -0.49 -1.38 -0.57
C 0.73 -1.20 -0.12
C -1.47 -0.23 -0.02
C 1.68 0.93 0.28
N -0.59 0.32 0.96
N -1.78 0.72 -0.98
N 0.71 -0.05 0.76
H -1.03 -2.24 -0.95
H 1.62 -1.76 -0.26
H -2.25 -0.82 0.46
H 1.81 1.79 0.86
H 2.79 0.72 0.29
H 1.48 1.26 -0.75
H -0.72 1.39 1.04
H -2.69 0.61 -1.38
H -1.01 0.73 -1.77
H 1.21 -0.76 2.17
*
```

Atomic partial charges in e from the Löwdin method, atoms 1 to 2: C 0.05; C -0.09

[2]
The following is a DFT calculation (ωB97M-V/def2-TZVPD) of the ion C4H10N3 with charge +1 in a non-equilibrium geometry.

Calculated values
**Gap between HOMO and LUMO**: 9.13 eV
**Max |F|**: 4.99 eV/A
**Structure (SMILES)**: CN1N=CC[C@H]1[NH3+]
**Relative energy (zero: lowest compared OMol25 entry of this formula, charge and spin)**: 343.1 kJ/mol
**Highest occupied orbital energy**: -12.88 eV

Geometry as ORCA input:
```
! wB97M-V def2-TZVPD RIJCOSX def2/J DEFGRID3
* xyz 1 1
C 0.78 0.89 -1.45
C 1.54 0.37 -0.22
C 0.45 -0.16 0.69
C -1.46 -1.47 -0.66
N -0.43 0.49 -1.48
N -0.77 -0.20 -0.40
N -0.25 0.86 1.57
H 1.40 1.48 -2.12
H 2.21 -0.41 -0.62
H 2.24 1.25 0.20
H 0.59 -1.11 1.39
H -2.45 -1.35 -0.29
H -1.66 -1.52 -1.80
H -0.99 -2.32 -0.24
H -0.98 0.31 2.12
H -0.67 1.56 1.00
H 0.45 1.32 2.32
*
```

Atomic partial charges in e from the Löwdin method, atoms 1 to 2: C -0.11; C -0.13

[3]
The following is a DFT calculation (ωB97M-V/def2-TZVPD) of a cluster of 2 separate species, C4H10N3 in total in a non-equilibrium geometry.

Calculated values
**Gap between HOMO and LUMO**: 10.55 eV
**Max |F|**: 4.30 eV/A
**Relative energy (zero: lowest compared OMol25 entry of this formula, charge and spin)**: 348.3 kJ/mol
**Highest occupied orbital energy**: -14.08 eV

Geometry as ORCA input:
```
! wB97M-V def2-TZVPD RIJCOSX def2/J DEFGRID3
* xyz 1 1
C 1.15 -0.74 2.48
C 0.64 0.32 -1.81
C 0.91 -0.93 0.24
C -1.68 0.35 -0.19
N 0.38 -0.64 1.50
N -1.99 1.42 -0.88
N 0.18 -0.21 -0.78
H 0.66 -0.55 3.40
H 2.26 -1.07 2.39
H -0.16 1.01 -2.28
H 1.73 0.32 -2.09
H 1.94 -0.74 0.04
H 0.87 -2.02 0.08
H -1.24 0.48 0.82
H -1.77 -0.67 -0.59
H -1.55 2.31 -0.57
H -2.33 1.34 -1.75
*
```

Atomic partial charges in e from the Löwdin method, atoms 1 to 2: C 0.01; C 0.06